1.
70
Properties=species:S:1:pos:R:3:forces:R:3 method="wB97M-V/def2-TZVPD" total_charge=0 spin_multiplicity=1 e_above_lowest_kcal_mol=90.11 gap_ha=0.1936
P -4.628 -0.431 -0.712 -2.4334 -0.9455 -1.2165
P -1.708 -2.758 0.540 -1.3570 -0.8148 -0.0072
C -4.368 -2.227 -0.785 -1.5713 -0.9316 -0.1220
C -3.603 -2.892 0.395 0.3906 0.0295 0.3433
H -3.893 -2.474 -1.750 -0.2117 0.2614 0.2856
H -5.393 -2.640 -0.800 0.4735 -0.6826 -0.1306
H -3.984 -2.500 1.353 -0.0430 -0.2452 -0.2326
H -3.786 -3.982 0.357 -0.2258 0.4128 0.1024
C -1.341 -3.931 -0.829 0.1447 -0.1652 -0.1248
H -0.254 -4.037 -0.923 -0.1235 -0.0106 -0.1334
H -1.757 -3.596 -1.786 0.1791 0.0259 0.1826
H -1.762 -4.915 -0.591 0.0537 0.1154 -0.1241
C -1.406 -3.959 1.895 -0.2601 -0.2905 0.0582
H -1.707 -4.969 1.580 0.0090 0.1333 0.3198
H -1.957 -3.659 2.795 0.2519 -0.0993 -0.1060
H -0.327 -3.954 2.100 -0.3010 0.0029 0.0843
C -5.082 0.348 -2.284 -1.2925 -0.2872 -0.2905
H -4.637 1.351 -2.341 0.0393 -0.3026 0.0127
H -6.173 0.496 -2.296 0.0579 -0.0417 -0.3756
H -4.791 -0.245 -3.159 -0.0352 0.1800 0.1685
C -5.862 0.207 0.428 -1.1690 -0.6864 -0.0529
H -5.830 -0.316 1.391 0.0289 0.2005 -0.1668
H -6.861 0.072 -0.018 -0.0705 0.2383 0.4236
H -5.688 1.283 0.586 0.0687 -0.3447 -0.0228
Mg 1.202 0.252 2.127 -0.2207 -1.7151 1.7323
C -0.770 -0.829 -0.865 1.8487 0.9663 0.0988
C -1.197 -0.743 -2.147 1.2500 -1.0065 1.1875
C -1.726 0.475 -2.775 -0.9181 0.5791 -0.4811
C -1.071 1.821 -2.363 0.1914 -0.5008 -0.3295
C -1.847 2.588 -1.342 -0.3948 0.8510 0.6898
C -2.693 2.084 -0.420 0.8083 -0.7417 -0.1347
C -2.560 0.673 0.091 3.1041 0.5501 -0.1744
C -1.120 0.147 0.259 -0.3545 0.8910 0.1171
C 1.591 1.875 0.511 -0.6719 1.0606 -0.7265
H 0.136 -1.443 -0.635 -1.2031 -0.0709 -0.2192
H -1.006 -1.607 -2.790 0.3663 0.3941 -0.0205
H -2.803 0.553 -2.587 0.2566 0.2262 -0.3273
H -1.612 0.349 -3.862 -0.0654 0.0968 0.2699
H -0.013 1.683 -2.085 -0.2269 -0.0889 -0.1143
H -1.064 2.428 -3.283 0.0847 0.0498 0.3585
H -1.662 3.669 -1.348 -0.7065 -0.1639 -0.4605
H -3.505 2.668 0.008 0.5746 0.4811 0.3302
H -2.965 -0.079 -0.658 1.5949 1.8923 1.7724
H -3.092 0.572 1.047 -0.1207 -0.2170 -0.5128
H -0.483 1.019 0.308 0.0658 -0.0488 -0.3261
H -1.054 -0.329 1.262 0.1150 0.0144 -0.9429
H 0.933 2.168 1.380 0.4017 -0.3292 -1.0404
H 1.254 0.979 -0.049 -0.1418 0.4078 0.4925
H 1.509 2.681 -0.219 0.0300 0.2156 -0.0428
C 5.399 3.091 1.907 0.0183 0.0272 0.2616
C 5.235 1.973 0.862 0.7486 0.1179 0.3013
C 6.415 2.033 -0.085 0.3127 -0.2934 -0.1681
O 4.040 2.277 0.122 -0.3771 -0.5514 0.6292
B 3.066 1.652 0.843 0.2895 -0.1154 0.3448
O 3.480 0.731 1.828 0.3270 1.2295 -1.5231
C 4.891 0.556 1.483 0.5181 0.3760 -0.2111
C 4.989 -0.563 0.438 0.0447 -0.0630 0.0639
C 5.672 0.206 2.725 0.3553 -0.0190 0.1144
H 6.449 3.208 2.189 -0.1071 -0.0705 0.0501
H 4.829 2.900 2.824 -0.0380 0.0609 -0.2220
H 5.061 4.050 1.485 0.1203 -0.4018 0.0237
H 6.427 2.994 -0.613 -0.0949 -0.1581 0.1918
H 7.356 1.951 0.473 -0.1575 -0.0544 -0.1031
H 6.390 1.238 -0.834 -0.0501 0.1127 0.0210
H 6.048 -0.757 0.210 -0.3324 0.0189 -0.0029
H 4.557 -1.483 0.861 0.0831 0.3380 -0.1787
H 4.459 -0.308 -0.497 0.2404 -0.1073 0.4296
H 5.525 0.934 3.532 -0.0033 -0.2325 -0.2386
H 5.388 -0.792 3.082 0.0289 0.2635 -0.0437
H 6.739 0.183 2.457 -0.1978 -0.0236 0.1885

2.
71
Properties=species:S:1:pos:R:3:forces:R:3 method="wB97M-V/def2-TZVPD" total_charge=+4 spin_multiplicity=1 e_above_lowest_kcal_mol=4.12 gap_ha="0.1590 / 0.1587"
Ce 0.419 1.115 -1.028 0.2380 -2.9934 3.6429
P -1.364 2.426 0.745 -0.8318 1.0795 0.3563
P -0.319 -0.982 1.433 0.3488 -1.1421 1.3011
P -1.784 -0.601 -1.656 -1.2129 -1.4513 -1.0072
H 2.828 2.407 -4.135 -0.4029 -0.5148 -0.1315
C 1.749 2.195 -4.151 -1.1048 1.7726 1.6758
C 1.101 2.218 -2.918 1.6118 1.4019 -2.9331
H 1.839 2.564 -2.106 -1.0759 -0.0542 -0.7451
C -0.600 3.828 1.640 0.5610 -0.3388 -0.0333
C -2.722 1.914 1.840 0.0860 -0.5466 -0.0720
C -2.195 3.328 -0.635 0.0678 -0.4357 -0.2286
C 0.658 -2.531 1.291 0.1855 0.2366 -0.8494
C 0.396 -0.469 3.046 0.0679 0.8123 -0.1840
C -1.874 -1.731 2.100 -0.5944 0.5254 -0.6620
C -1.952 -0.348 -3.471 0.1670 0.3880 -0.0919
C -3.521 -0.385 -1.131 0.0470 0.6735 0.4089
C -1.780 -2.433 -1.668 0.5982 -0.2497 0.2738
H 1.242 2.357 -5.111 0.0404 -0.8180 0.2706
H -0.046 2.348 -2.814 1.6461 0.5260 -0.9328
H 0.350 4.115 1.168 -0.2967 0.2219 0.0850
H -0.371 3.516 2.665 -0.1274 0.1541 -0.0836
H -1.296 4.677 1.645 0.1820 -0.1819 0.0674
H -2.299 1.388 2.709 -0.1958 0.3042 -0.1353
H -3.391 1.215 1.316 0.0961 0.3279 0.1935
H -3.271 2.813 2.165 0.1604 -0.3230 -0.0976
H -1.511 3.547 -1.476 -0.1354 0.2334 0.2071
H -2.545 4.280 -0.211 0.0225 -0.1686 -0.3597
H -3.041 2.763 -1.050 0.1525 0.2009 0.1950
H 0.566 -3.094 2.231 0.0015 0.1698 -0.2961
H 1.707 -2.268 1.115 -0.0736 -0.1903 0.0996
H 0.312 -3.132 0.445 0.0788 -0.0847 0.2144
H 0.137 -1.231 3.797 0.1107 0.3024 -0.2729
H 0.005 0.508 3.352 0.0547 -0.2156 0.1887
H 1.483 -0.381 2.958 -0.1770 -0.0656 0.0791
H -1.618 -2.328 2.988 0.0061 0.2321 -0.3549
H -2.364 -2.375 1.361 0.1388 0.0243 0.1903
H -2.598 -0.955 2.375 0.1385 -0.1982 0.1105
H -2.807 -0.965 -3.769 0.0852 0.1568 -0.0657
H -1.081 -0.688 -4.056 -0.3556 0.3027 0.2247
H -2.198 0.698 -3.694 0.0910 -0.1786 -0.1989
H -4.144 -0.870 -1.895 0.1179 0.0713 0.2410
H -3.795 0.676 -1.075 -0.1222 -0.3099 0.0173
H -3.679 -0.867 -0.156 -0.0111 0.1761 -0.2948
H -2.559 -2.755 -2.379 0.2740 0.1368 0.2663
H -2.012 -2.846 -0.679 0.0763 0.0988 -0.2754
H -0.806 -2.817 -1.994 -0.3282 -0.0959 0.0684
C 2.685 -1.633 -4.137 0.7402 0.4452 -0.8204
C 3.382 -0.574 -4.759 -1.2114 -0.5755 -0.0843
C 3.658 -0.720 -6.127 0.1810 0.3593 0.4501
C 3.381 -1.915 -6.784 0.1246 -0.3393 -0.0935
C 2.780 -2.991 -6.115 0.2931 0.8044 -0.1663
C 2.388 -2.837 -4.793 -0.3669 0.0897 0.5918
Se 1.773 -1.482 -2.411 -1.7392 0.1904 -1.1093
H 0.529 -1.499 -3.325 0.7989 -0.1220 1.3453
H 3.540 0.388 -4.262 0.2182 -0.5526 -0.0619
H 4.073 0.138 -6.664 0.0328 -0.4807 0.1194
H 3.648 -2.016 -7.837 -0.1438 0.0260 0.2987
H 2.574 -3.908 -6.644 -0.0369 -0.1150 -0.0116
H 1.777 -3.615 -4.300 0.6002 0.3922 -0.2670
C 4.320 0.309 -1.053 -0.0763 -0.5174 -0.3235
C 3.703 0.957 0.117 0.2959 -0.1938 0.8157
N 2.469 1.480 0.241 -0.1620 -0.1652 0.0546
C 2.369 1.924 1.581 0.1239 -0.2447 0.1034
C 3.536 1.646 2.236 -0.4322 -0.1808 -0.5912
N 4.355 1.015 1.292 -0.9336 0.5375 0.0190
H 5.312 -0.052 -0.737 -0.2592 0.2073 -0.6254
H 3.713 -0.570 -1.348 0.6891 0.4746 0.2455
H 4.367 0.989 -1.917 0.3040 -0.2396 0.3139
H 1.429 2.345 1.953 0.7986 -0.1093 -0.0515
H 3.818 1.818 3.269 0.0831 -0.0375 -0.2888
H 5.286 0.620 1.446 -0.3291 0.3747 0.0655

3.
74
Properties=species:S:1:pos:R:3:forces:R:3 method="wB97M-V/def2-TZVPD" smiles=COCCC[C@](Cl)(C#N)[C@@H](C)C#N.COCCNCCOC.COCCNCCOC total_charge=0 spin_multiplicity=1 e_above_lowest_kcal_mol=0.00 gap_ha=0.3418
C 0.939 5.125 -0.225 0.0939 0.1680 -0.2007
O 1.305 6.256 0.549 0.0917 -0.1846 0.0763
C 0.618 6.417 1.781 -0.0784 0.1376 -0.0212
C 1.589 6.710 2.939 -0.1874 0.2078 0.1140
C 1.590 5.718 4.103 -0.1048 -0.1702 -0.3891
C 2.274 4.352 3.902 0.2280 0.0601 0.3194
Cl 1.391 3.283 2.766 -0.1007 -0.0564 -0.0810
C 2.243 3.674 5.212 0.0232 0.0612 -0.0035
N 2.254 3.202 6.257 -0.0271 -0.0495 -0.0299
C 3.761 4.413 3.443 0.1014 -0.0934 -0.2647
C 3.984 4.633 1.929 -0.0424 -0.2942 0.1175
C 4.485 5.402 4.250 -0.0844 -0.0055 0.0866
N 5.053 6.158 4.900 -0.0142 0.0445 -0.0648
H -0.119 4.880 -0.111 -0.0034 -0.0675 0.0551
H 1.557 4.257 0.020 -0.1341 -0.0691 0.0955
H 1.116 5.373 -1.273 -0.0101 0.0481 0.0434
H -0.058 7.272 1.675 0.0121 -0.0089 -0.0573
H -0.012 5.552 1.999 0.1045 -0.0768 -0.0032
H 2.590 6.885 2.548 -0.0098 -0.0265 -0.0440
H 1.283 7.664 3.374 0.0954 -0.0186 0.0632
H 0.555 5.517 4.390 0.0502 -0.0207 0.1246
H 2.089 6.166 4.964 -0.0270 0.0435 -0.0002
H 4.203 3.444 3.691 -0.0267 0.0447 0.0786
H 4.014 3.661 1.440 0.0059 0.0345 -0.0134
H 4.944 5.121 1.774 -0.0503 0.0587 -0.0642
H 3.187 5.204 1.460 0.0902 0.1748 0.0341
C -1.014 -3.373 1.813 0.0175 0.1117 0.1856
O 0.152 -2.832 2.412 -0.0988 -0.0322 -0.0529
C 1.361 -3.472 2.035 0.1317 -0.0007 0.1112
C 2.210 -2.550 1.186 -0.0742 0.0488 -0.1078
N 1.585 -2.324 -0.110 -0.0377 0.0976 0.0509
C 2.196 -1.279 -0.923 -0.0771 -0.1092 -0.0459
C 2.174 0.149 -0.391 0.1402 0.0938 -0.0633
O 0.883 0.727 -0.333 -0.0203 -0.0148 0.0636
C 0.136 0.439 0.835 -0.0749 0.1442 -0.0835
H -1.867 -2.905 2.303 0.0082 0.0065 0.0025
H -1.071 -3.167 0.744 0.0002 -0.0996 -0.0651
H -1.072 -4.454 1.969 -0.0027 -0.0201 -0.0517
H 1.156 -4.407 1.505 -0.0109 0.0304 -0.0616
H 1.910 -3.714 2.949 -0.0313 -0.0104 0.0019
H 3.194 -3.003 1.035 0.0096 0.0111 -0.0194
H 2.352 -1.621 1.755 0.0670 -0.0294 0.0493
H 0.611 -2.095 0.038 -0.0045 -0.0150 0.0072
H 1.683 -1.274 -1.889 0.0313 0.0044 -0.0130
H 3.236 -1.560 -1.119 0.0196 0.0165 0.0293
H 2.744 0.767 -1.090 -0.0148 0.0069 -0.0012
H 2.672 0.236 0.583 -0.0650 -0.0642 0.0428
H 0.781 0.332 1.711 0.0008 -0.0717 0.0087
H -0.475 -0.461 0.723 0.0570 -0.0504 0.0770
H -0.542 1.277 1.002 0.0140 0.0098 -0.0122
C -6.167 -4.555 -4.310 0.0236 -0.0822 -0.0130
O -4.943 -5.092 -4.768 -0.0497 0.0853 0.0767
C -4.210 -4.238 -5.638 0.0802 -0.0709 -0.1281
C -2.940 -3.744 -4.982 -0.0542 0.0335 0.1599
N -3.229 -2.819 -3.895 0.0324 -0.1287 0.0146
C -2.076 -2.452 -3.080 -0.1270 0.0788 0.0121
C -1.358 -3.549 -2.301 0.1705 0.0665 0.0351
O -2.118 -4.111 -1.244 -0.0723 -0.0322 -0.1449
C -2.989 -5.163 -1.616 0.0045 0.0263 0.1892
H -6.698 -5.354 -3.795 0.0254 -0.0127 0.0047
H -6.020 -3.726 -3.609 -0.0233 0.0486 -0.0432
H -6.784 -4.206 -5.143 -0.0134 0.0303 0.0051
H -4.829 -3.398 -5.967 0.0063 0.0372 0.0589
H -3.942 -4.825 -6.521 -0.0269 -0.0010 -0.0024
H -2.334 -3.227 -5.732 0.0242 0.0026 0.0053
H -2.377 -4.627 -4.649 0.0346 -0.0234 -0.0815
H -3.938 -3.225 -3.297 -0.0128 0.0003 0.0041
H -2.413 -1.704 -2.358 0.0321 0.0150 -0.0068
H -1.343 -1.958 -3.726 0.0211 -0.0212 -0.0133
H -0.482 -3.096 -1.831 0.0239 -0.0233 0.0286
H -0.976 -4.345 -2.952 -0.0958 -0.0209 -0.0447
H -2.577 -5.756 -2.437 -0.0182 0.0123 -0.0432
H -3.979 -4.795 -1.898 0.0075 -0.0343 -0.0992
H -3.111 -5.811 -0.747 0.0263 0.0085 0.0020